C2H3BrCl2 | ωB97M-V/def2-TZVPD

Its energy relative to the best compared isomer or geometry (same formula, charge and spin) is 0.240 eV. For the largest force on an atom, the calculation gives 0.20475 hartree/bohr. Its spin multiplicity is 3. The expectation value of S² is 2.007. The calculation puts the orbital gap (alpha / beta) at 6.43 / 8.41 eV.

XYZ file:
```
8
Properties=species:S:1:pos:R:3:forces:R:3:nbo_charge:R:1
C 0.250 0.862 0.497 -4.0 -0.8 8.1 -0.38
C 0.856 1.106 -0.648 5.0 2.7 -8.9 -0.14
Cl 0.967 0.093 -1.961 -0.5 -0.8 -0.3 0.12
Cl 1.767 2.635 -1.027 -0.6 -1.4 1.2 -0.03
Br -1.940 -3.204 -0.145 0.0 0.0 0.8 -0.21
H -2.000 -3.183 1.307 0.0 0.0 -0.8 0.21
H 0.175 1.811 1.050 -0.9 -0.9 0.3 0.20
H -0.076 -0.120 0.927 1.0 1.1 -0.4 0.22
```
Positions in Å, forces in eV/Å.

C2H3BrCl2O | ωB97M-V/def2-TZVPD

Its energy relative to the best compared isomer or geometry (same formula, charge and spin) is 1.137 eV. For the largest force on an atom, the calculation gives 0.08446 hartree/bohr. Its spin multiplicity is 1. The calculation puts the orbital gap at 10.25 eV.

XYZ file:
```
9
Properties=species:S:1:pos:R:3:forces:R:3:nbo_charge:R:1
C 0.207 0.511 0.963 -1.2 -2.3 -2.7 -0.50
C 0.140 -0.504 -0.671 0.3 2.5 3.5 0.21
O -1.142 -0.373 -1.116 1.5 0.2 -1.7 -0.70
Cl 0.719 -2.180 -0.407 -0.5 0.5 0.0 -0.03
Cl 1.302 0.389 -1.655 -0.4 -1.0 -0.8 0.02
Br 0.363 2.307 0.427 0.0 0.7 0.6 0.07
H 1.010 0.153 1.593 0.0 0.1 0.0 0.22
H -0.814 0.385 1.371 0.8 -0.1 0.0 0.21
H -1.785 -0.689 -0.505 -0.5 -0.6 1.0 0.49
```
Positions in Å, forces in eV/Å.

C2H3BrClF | ωB97M-V/def2-TZVPD

Its energy relative to the best compared isomer or geometry (same formula, charge and spin) is 3.820 eV. For the largest force on an atom, the calculation gives 0.08419 hartree/bohr. Its spin multiplicity is 1. The calculation puts the orbital gap (alpha / beta) at 8.76 / 8.45 eV.

XYZ file:
```
8
Properties=species:S:1:pos:R:3:forces:R:3:nbo_charge:R:1
C -1.358 -0.445 -0.207 -0.4 3.1 3.0 -0.47
C 1.071 0.440 0.189 -1.1 -1.0 -0.4 0.18
F 1.073 0.622 1.498 0.1 0.1 0.4 -0.34
Cl 1.398 1.879 -0.659 0.3 0.0 -0.2 0.05
Br 1.957 -1.218 -0.256 0.0 0.7 0.0 0.05
H -2.099 0.292 -0.480 0.1 0.1 0.1 0.18
H -0.987 -1.034 -0.912 1.4 -2.6 -2.7 0.16
H -1.054 -0.536 0.826 -0.4 -0.4 -0.1 0.18
```
Positions in Å, forces in eV/Å.

C2H3BrClFIN | ωB97M-V/def2-TZVPD

Its energy relative to the best compared isomer or geometry (same formula, charge and spin) is 0.337 eV. For the largest force on an atom, the calculation gives 0.05492 hartree/bohr. Its spin multiplicity is 1. As for the SMILES: F[C@](Br)(I)NCCl. The calculation puts the orbital gap at 9.10 eV.

XYZ file:
```
10
Properties=species:S:1:pos:R:3:forces:R:3:nbo_charge:R:1
F -0.663 0.026 1.755 -0.5 -0.6 -0.7 -0.37
C -1.051 0.136 0.441 0.7 0.9 -0.3 0.38
Br -0.902 2.126 0.190 -0.9 -0.7 -0.1 0.02
I -3.227 -0.700 0.427 2.0 0.8 -0.3 0.12
N -0.154 -0.488 -0.525 -1.1 -0.1 0.8 -0.71
C 1.224 0.020 -0.644 -0.5 -0.1 -0.4 -0.23
Cl 2.060 -0.309 0.930 0.8 -0.1 -0.5 -0.09
H -0.224 -1.491 -0.336 0.3 0.2 -0.4 0.39
H 1.814 -0.458 -1.559 -1.5 1.0 2.2 0.25
H 1.122 1.136 -0.680 0.5 -1.3 -0.5 0.24
```
Positions in Å, forces in eV/Å.

C2H3BrClI | ωB97M-V/def2-TZVPD

Its energy relative to the best compared isomer or geometry (same formula, charge and spin) is 0.237 eV. For the largest force on an atom, the calculation gives 0.07943 hartree/bohr. Its spin multiplicity is 1. The calculation puts the orbital gap at 9.96 eV.

XYZ file:
```
8
Properties=species:S:1:pos:R:3:forces:R:3:nbo_charge:R:1
C 0.801 -0.367 0.409 -3.5 2.1 -0.4 -0.39
C -0.703 0.165 -0.465 3.3 -0.1 2.0 -0.47
Cl 2.184 0.438 -0.318 -0.1 0.1 0.3 -0.02
Br -0.940 2.055 0.018 -0.1 -0.5 0.1 0.03
I -2.305 -1.061 -0.026 -0.4 -0.4 0.2 0.20
H 1.014 -1.405 0.446 -0.3 -1.1 -0.6 0.22
H 0.523 -0.068 1.455 0.8 0.2 -1.0 0.22
H -0.574 0.243 -1.520 0.4 -0.5 -0.6 0.21
```
Positions in Å, forces in eV/Å.

C2H3BrClNO | ωB97M-V/def2-TZVPD

Its energy relative to the best compared isomer or geometry (same formula, charge and spin) is 4.236 eV. For the largest force on an atom, the calculation gives 0.08138 hartree/bohr. Its spin multiplicity is 1. The calculation puts the orbital gap at 8.03 eV.

XYZ file:
```
9
Properties=species:S:1:pos:R:3:forces:R:3:nbo_charge:R:1
C 0.649 1.681 -0.396 1.5 -0.2 -3.2 0.90
C -0.181 -1.707 0.847 1.0 -1.7 0.1 -0.61
N 1.259 1.785 -1.414 1.3 -0.1 -0.4 -0.70
O -0.178 1.671 0.389 -2.4 0.3 3.4 -0.54
Cl -0.186 -1.987 -0.929 0.0 0.2 -0.7 -0.15
Br -1.871 -0.734 1.267 -0.4 1.9 -0.4 0.19
H -0.482 -2.752 1.158 0.1 1.1 0.3 0.16
H -1.180 0.619 0.744 -0.8 -1.6 0.8 0.31
H 2.171 1.424 -1.667 -0.3 0.1 0.1 0.44
```
Positions in Å, forces in eV/Å.

C2H3BrF2 | ωB97M-V/def2-TZVPD

Its energy relative to the best compared isomer or geometry (same formula, charge and spin) is 0.000 eV. For the largest force on an atom, the calculation gives 0.01126 hartree/bohr. Its spin multiplicity is 1. As for the SMILES: FC(F)CBr. The calculation puts the orbital gap at 11.39 eV.

XYZ file:
```
8
Properties=species:S:1:pos:R:3:forces:R:3:nbo_charge:R:1
F -0.553 1.899 -1.082 -0.1 0.1 -0.4 -0.34
C -0.140 1.201 -0.004 0.4 -0.4 0.0 0.55
F -0.523 1.898 1.085 -0.1 0.1 0.4 -0.34
C -0.720 -0.202 0.005 -0.1 0.3 0.0 -0.50
Br -2.665 -0.175 0.002 0.3 0.0 0.0 0.02
H 0.964 1.178 -0.019 -0.3 -0.1 0.0 0.14
H -0.399 -0.738 -0.887 0.0 0.0 0.1 0.24
H -0.402 -0.724 0.906 0.0 0.0 -0.1 0.24
```
Positions in Å, forces in eV/Å.

C2H3BrF2O2 | ωB97M-V/def2-TZVPD

Its energy relative to the best compared isomer or geometry (same formula, charge and spin) is 0.404 eV. For the largest force on an atom, the calculation gives 0.12871 hartree/bohr. Its spin multiplicity is 3. The expectation value of S² is 2.005. The calculation puts the orbital gap (alpha / beta) at 5.87 / 6.88 eV.

XYZ file:
```
10
Properties=species:S:1:pos:R:3:forces:R:3:nbo_charge:R:1
C -0.042 -0.657 0.593 0.5 -0.4 -2.6 0.38
C 0.059 0.299 -0.610 5.0 0.6 3.2 0.31
O -1.009 -0.368 1.500 0.8 3.5 1.9 -0.67
O 0.833 -0.080 -1.643 -1.2 -2.3 -0.3 -0.71
F 1.179 -0.808 1.165 0.5 -0.4 0.7 -0.34
F 0.482 1.600 -0.232 -0.3 -0.7 0.2 -0.40
Br -1.872 0.491 -1.055 -6.3 0.8 -1.8 0.30
H -0.415 -1.568 0.124 0.6 -0.6 0.1 0.15
H -0.670 0.506 1.959 -1.3 -2.2 -1.0 0.49
H 1.454 0.585 -1.802 1.7 1.6 -0.4 0.49
```
Positions in Å, forces in eV/Å.

C2H3BrFI | ωB97M-V/def2-TZVPD

Its energy relative to the best compared isomer or geometry (same formula, charge and spin) is 4.998 eV. For the largest force on an atom, the calculation gives 0.08291 hartree/bohr. Its spin multiplicity is 1. The calculation puts the orbital gap (alpha / beta) at 6.62 / 6.62 eV.

XYZ file:
```
8
Properties=species:S:1:pos:R:3:forces:R:3:nbo_charge:R:1
C -0.053 0.858 0.359 0.5 -2.8 -0.1 -0.50
C 0.995 -0.053 -0.388 0.4 -1.4 -0.6 0.05
F 2.185 0.573 -0.186 0.5 0.5 0.2 -0.37
Br -3.712 -1.409 0.562 0.4 0.4 0.0 -0.42
I -2.029 0.668 0.008 0.8 -0.2 0.0 0.74
H 0.238 1.001 1.396 -0.2 0.3 0.0 0.21
H 1.608 -1.608 -0.292 -2.4 3.5 0.4 0.13
H 0.767 -0.030 -1.459 0.0 -0.3 0.2 0.17
```
Positions in Å, forces in eV/Å.

C2H3BrFI | ωB97M-V/def2-TZVPD

Its energy relative to the best compared isomer or geometry (same formula, charge and spin) is 1.772 eV. For the largest force on an atom, the calculation gives 0.07421 hartree/bohr. Its spin multiplicity is 1. As for the SMILES: F/C=C\I.Br. The calculation puts the orbital gap at 8.69 eV.

XYZ file:
```
8
Properties=species:S:1:pos:R:3:forces:R:3:nbo_charge:R:1
F 1.587 -2.212 -0.230 -0.4 0.9 -1.4 -0.33
C 1.023 -1.512 0.766 1.1 0.3 1.0 0.23
C 0.972 -0.179 0.917 0.7 -2.1 -1.9 -0.48
I 1.434 0.980 -0.742 0.3 0.2 0.1 0.15
H 0.905 -2.301 1.477 -0.7 0.4 1.3 0.18
H 0.934 0.283 1.864 -0.7 0.4 0.8 0.24
Br -2.294 0.940 -0.655 -0.6 -0.1 -3.8 -0.24
H -2.452 0.893 -2.342 0.4 0.1 3.8 0.24
```
Positions in Å, forces in eV/Å.